(1)
Formula: C32H41As2N5O2SbTl
Source: the Open Molecules 2025 dataset
Level of theory: ωB97M-V/def2-TZVPD

Its relative energy (zero: lowest compared OMol25 entry of this formula, charge and spin) is 28.4 kcal per mole. As for the frontier orbital gap (spin up / spin down): 7.4 / 4.8 eV. The value obtained for the LUMO energy (spin up / spin down) is -0.2128 / -0.3051 hartree. The charge is +2.

Structure (XYZ):
```
84
Properties=species:S:1:pos:R:3:forces:R:3
C 0.890 -2.655 -2.358 -0.1778 0.1307 -0.1676
C 1.632 -2.574 1.888 -0.1258 0.0181 0.2077
C 0.844 -0.244 -5.515 -0.1175 -0.0127 0.1079
C 0.401 3.031 2.126 0.2797 -0.0758 -0.1456
H 3.874 4.040 0.900 -0.0567 -0.0262 0.0299
H 1.467 -3.553 -2.574 0.0106 -0.0197 0.0353
C -2.537 0.039 3.969 0.0741 -0.0371 -0.0579
H -2.764 -2.359 -0.051 -0.0130 0.0033 -0.0086
H -5.737 4.557 0.614 0.0171 -0.0036 0.0057
As 1.827 -0.656 2.066 0.1868 -0.2507 0.0315
N -1.782 -0.475 -2.886 0.1964 0.0315 -0.4340
H -1.454 -2.239 -5.352 -0.0145 0.0145 0.0032
C 3.565 -1.838 -1.374 -0.0476 0.1154 -0.1833
H 0.581 4.604 3.579 0.0275 -0.0009 0.0051
C -1.279 -0.519 -4.066 -0.0270 0.0140 -0.1417
H -2.014 -0.730 -6.072 0.0170 -0.0054 -0.0215
H 4.111 -1.165 3.021 -0.0146 -0.0182 0.0023
H 1.519 -4.812 -0.664 0.0041 -0.0089 -0.0167
H 0.260 -0.661 4.068 -0.0225 -0.0380 -0.0329
H -4.226 4.003 2.521 -0.0027 0.0047 -0.0323
N -1.640 -0.233 1.765 -0.1371 0.0051 0.2239
H 0.578 -1.244 -5.850 -0.0118 0.0619 0.0249
H -1.599 -3.378 0.802 0.0038 0.0007 -0.0066
C 1.426 -5.304 1.417 -0.0057 0.0968 -0.0217
H -2.979 -3.113 2.852 0.0187 0.0333 0.0022
H -3.363 1.916 -2.824 0.0381 0.0222 0.0418
C -1.893 0.538 2.846 0.0946 -0.2603 -0.1448
H 1.346 -6.368 1.231 0.0107 0.0431 0.0173
H -1.704 2.441 -2.492 -0.0271 0.0122 -0.0032
H 2.845 5.277 2.793 -0.0266 -0.0068 -0.0207
H -5.010 3.980 -1.689 0.0549 -0.0295 0.0683
H 1.508 -3.089 3.981 -0.0017 -0.0034 -0.0123
C 1.528 -4.423 0.345 -0.0508 -0.0163 0.1500
H 1.896 -0.221 -5.238 0.0365 -0.0081 0.0167
C -1.848 -2.349 0.541 -0.0090 0.0375 0.0847
C 2.316 4.460 2.317 0.0094 0.0617 0.0714
H 4.292 -0.513 1.377 0.0183 -0.0405 -0.0558
O 1.491 1.772 -3.989 -0.0154 0.0628 0.0313
H 4.214 -1.431 -0.608 0.0361 0.0333 0.0926
C -1.979 -1.303 -5.146 0.1002 0.0646 0.0464
H -2.727 0.681 4.820 -0.0090 -0.0250 -0.0043
C -0.011 0.209 -4.361 -0.2080 -0.2085 0.0173
H -2.900 3.589 -3.099 0.0046 -0.0262 0.0386
N -2.372 2.760 -0.006 -0.3148 0.1256 0.0829
H -3.430 -1.712 4.855 0.0152 0.0247 -0.0328
C -2.751 2.735 -2.437 -0.0308 0.0129 0.0686
C 1.269 -0.299 3.888 -0.1531 0.1678 -0.0192
H 1.300 0.778 4.050 0.0043 0.0122 0.0267
H -2.993 -1.543 -4.839 -0.0242 0.0165 0.0124
C 1.408 -4.820 2.720 0.0029 0.1017 -0.0652
H 0.944 -1.985 -3.216 0.0011 -0.0652 0.0445
H 1.972 -0.778 4.569 0.0235 -0.0229 -0.0041
H 0.730 0.444 -6.355 -0.0110 -0.0030 0.0256
C -3.953 3.741 1.506 0.0581 -0.0164 -0.0091
C 1.512 -3.453 2.961 0.1079 -0.0907 -0.0360
C -2.676 -2.074 2.883 -0.0366 -0.0898 -0.0029
H 3.800 -2.892 -1.528 0.0306 -0.0064 -0.0052
H 2.338 2.241 -1.420 0.0308 -0.0378 0.1402
C 2.787 1.944 -0.465 -0.0042 0.1453 -0.0374
H 1.482 2.634 -3.557 0.0168 0.0408 -0.0342
Sb -1.552 2.666 2.972 -0.1474 0.0078 -0.0448
H 2.599 0.879 -0.333 0.0095 0.0090 -0.0118
Tl -0.532 0.877 -0.460 -0.0453 0.0437 0.0160
N 0.977 2.363 1.107 -0.0547 0.1361 0.1964
C -3.174 3.085 -1.036 0.2109 -0.0989 0.1312
H -1.058 -1.945 -0.086 0.0682 0.0499 -0.0555
C 1.613 -3.055 0.592 -0.0619 -0.2204 -0.2950
C 3.751 -0.420 2.313 -0.0568 0.1347 -0.0190
H -0.149 -2.909 -2.156 0.0200 0.0085 0.0111
H 3.862 2.107 -0.540 -0.0279 0.0162 -0.0048
O -2.812 -0.957 -2.429 -0.0293 -0.0138 0.1489
H 3.924 0.578 2.716 -0.0171 -0.0102 0.0039
C -4.392 3.733 -0.833 -0.0652 0.0429 -0.0850
H 3.709 -1.288 -2.302 0.0120 0.0089 -0.0110
C 2.891 3.772 1.269 0.1651 0.0306 -0.0474
C -2.758 3.095 1.247 0.0835 -0.0009 -0.3733
C 1.055 4.083 2.757 0.0163 -0.0480 -0.0679
C -2.930 -1.295 3.989 -0.0176 -0.0007 0.0801
C -4.792 4.056 0.443 -0.0480 0.0265 0.0043
As 1.697 -1.754 -0.848 0.2553 -0.2644 0.4562
H 1.313 -5.506 3.552 -0.0015 0.0101 -0.0137
C 2.199 2.721 0.679 -0.1865 -0.0820 0.0131
C -2.041 -1.516 1.774 0.0891 0.2236 0.0164
N 0.267 1.216 -3.627 -0.0045 -0.0698 -0.0477
```
Positions in Å, forces in eV/Å.

The computed Mulliken charges, all in e, follow: C -1.057; C 0.024; C -1.522; C -0.197; H 0.527; H 0.635; C -0.930; H 0.431; H 0.444; As 1.526; N 0.755; H 0.345; C -1.073; H 0.506; C 0.107; H 0.378; H 0.430; H 0.393; H 0.301; H 0.447; N 0.578; H 0.393; H 0.430; C -0.796; H 0.548; H 0.306; C -0.228; H 0.444; H 0.059; H 0.441; H 0.474; H 0.449; C -0.839; H 0.421; C -0.516; C -0.727; H 0.212; O -0.542; H 0.195; C -1.727; H 0.510; C 0.526; H 0.519; N -0.026; H 0.437; C -1.380; C -1.352; H 0.326; H 0.480; C -0.796; H 0.122; H 0.615; H 0.395; C -0.835; C -0.712; C -0.835; H 0.439; H 0.172; C -1.299; H 0.367; Sb 1.021; H -0.024; Tl 1.019; N 0.540; C 0.910; H -0.743; C 0.028; C -1.142; H 0.398; H 0.518; O -0.520; H 0.436; C -0.744; H 0.408; C -0.898; C 0.135; C -0.778; C -0.744; C -0.526; As 0.907; H 0.455; C 0.846; C 0.652; N 0.132

=====

(2)
Formula: C32H41BaN5S
Source: the Open Molecules 2025 dataset
Level of theory: ωB97M-V/def2-TZVPD

Its relative energy (zero: lowest compared OMol25 entry of this formula, charge and spin) is 0.0 kcal per mole. As for the frontier orbital gap (spin up / spin down): 2.8 / 2.6 eV. The value obtained for the LUMO energy (spin up / spin down) is 0.1548 / 0.1505 hartree. The charge is -2.

Structure (XYZ):
```
80
Properties=species:S:1:pos:R:3:forces:R:3
C 1.038 -3.056 -2.300 0.6579 -0.1528 -0.0285
H -3.360 1.775 2.152 -1.0848 -0.2835 -0.7918
C 1.642 -3.527 -1.000 0.3291 -0.3175 0.5622
C 0.386 -1.008 2.842 -0.3810 2.8227 0.9711
C 0.982 -1.484 -4.135 -0.0283 0.0895 0.0539
H -2.000 0.527 7.324 0.1119 0.4223 0.0509
H -3.000 -0.024 1.957 -0.5118 0.4140 -0.8950
H -2.160 0.988 2.890 -0.0160 0.1850 -1.3741
H 1.666 -2.772 -0.184 0.3118 -0.3069 -0.4112
H -0.506 -1.611 2.585 0.8873 -0.4247 0.0597
C 0.178 -3.920 -3.009 -0.1509 -0.0560 0.4904
C 1.474 -0.244 -4.811 0.0227 0.4971 -0.3801
C -1.064 1.119 -2.955 -0.3072 0.2423 -0.3607
H 1.762 0.542 -4.104 -0.0604 -0.2440 -0.0633
C 1.827 0.181 4.455 -0.2370 -2.8381 1.1335
H -0.093 -4.905 -2.589 0.2382 0.6777 -0.1230
C 1.084 2.808 -1.283 0.1277 0.5453 -0.1813
H 4.119 -1.157 -3.219 -0.2892 0.3951 0.6696
N -1.347 0.788 5.356 -1.4036 -1.7096 2.7426
C 3.085 0.767 0.888 0.5245 0.4386 2.3600
H -2.243 -4.436 -4.625 0.0569 0.0178 0.0917
C -1.774 1.402 0.711 0.1034 -0.2416 -0.6733
H 0.087 -1.114 5.091 1.0866 0.3366 -1.0446
H 0.290 2.659 2.726 -0.2107 -0.2474 -0.6164
C -2.616 1.014 1.885 -0.9595 0.3706 1.4561
C 1.824 -0.204 -0.966 1.6476 -1.6169 0.5773
C 1.432 -1.817 -2.841 -0.5232 -0.0852 -0.1457
C 2.281 0.328 1.997 1.0481 0.0695 0.3921
H -4.075 0.461 -1.213 -0.4403 -0.4870 -0.1424
C -1.137 1.581 4.323 2.8134 -0.5097 -1.3275
H -0.203 -2.101 -5.855 0.1592 -0.0150 0.6096
H -1.845 -0.066 5.065 0.0874 0.0041 0.9506
C 0.749 -0.746 4.262 3.7038 -1.3848 2.6617
H 0.706 0.171 -5.479 0.1527 -0.1125 0.1764
N 3.021 0.188 -0.368 -0.7314 0.0080 -2.6077
H -1.229 0.063 -3.228 -0.0076 0.0118 0.1177
H 2.141 0.395 5.502 -0.3418 -0.0811 -0.8280
H 5.130 0.347 -1.009 -0.5527 -0.2525 -0.2025
H -2.440 2.823 3.558 -0.1830 0.5445 0.1625
H 1.249 3.146 1.500 -0.3241 0.3382 -0.7141
H 1.501 2.358 -2.190 -0.1034 -0.1792 0.0022
C -2.145 1.012 -0.618 1.4119 -0.7696 0.7229
H 2.696 -3.826 -1.138 -0.3597 0.2145 -0.0112
H 4.017 1.352 1.076 -0.9500 -0.5470 -0.0736
H 1.117 -4.413 -0.611 -0.0087 0.2201 -0.1592
H -3.357 2.397 6.770 -0.1569 -0.1089 -0.1209
H -2.929 -0.749 -1.773 0.1267 0.4332 0.0789
C -2.291 2.622 6.715 -0.5713 0.1613 0.7405
S -0.112 0.731 2.895 -3.8012 2.9905 -0.0882
H -3.450 -0.747 -0.092 0.2513 0.5745 -0.1578
C 4.129 -0.002 -1.275 -1.5040 -0.3345 0.9267
H -1.264 -4.237 -6.085 0.0133 -0.0336 0.0813
H -0.488 1.492 7.101 -0.2016 -0.0247 0.1545
C 0.124 -2.359 -4.833 0.1053 -0.4295 0.2092
N -1.703 2.824 4.265 -0.7806 1.4915 0.1462
Ba -0.525 -1.474 -0.338 -0.0184 2.2704 1.1047
C -0.292 -3.576 -4.281 0.2615 0.5311 -0.4174
H 3.516 1.315 3.601 -1.3337 -0.7165 -0.3837
C -0.526 2.115 0.639 -0.1544 0.4783 -1.2360
C -2.046 3.559 5.541 0.6399 -0.9331 -1.9109
H 1.902 2.886 -0.566 -0.0374 -0.1998 0.1070
H -0.374 3.883 1.940 0.1037 0.6560 -0.8859
N 1.197 -0.488 1.729 0.3398 -2.7814 -0.6694
C 0.180 2.978 1.675 0.0032 0.5996 0.7045
C -3.161 -0.066 -0.926 -0.7656 0.3507 -0.2217
C -1.103 1.426 -1.501 0.4262 -0.5110 0.8703
H -0.902 -5.540 -4.935 -0.0695 0.1768 -0.0058
C 2.554 0.748 3.383 1.4414 0.2995 -0.8701
H 0.818 3.840 -1.551 0.0715 0.0649 -0.0625
C -1.223 -4.496 -5.024 0.1104 -0.0224 -0.1076
H 2.355 -0.456 -5.435 -0.0850 -0.0171 0.1050
H -2.047 3.164 7.624 -0.0785 0.2222 0.3777
C -0.105 2.098 -0.736 -1.3897 -0.1575 0.9167
C 3.640 -0.717 -2.332 -0.5512 -0.3450 0.3215
N 2.255 -0.917 -2.061 1.5731 0.1584 -1.6395
C -1.514 1.320 6.738 0.5526 -0.6470 -1.9789
H -0.129 1.416 -3.427 0.0150 0.0780 0.1013
H -2.954 4.138 5.314 0.3466 -0.0551 0.2154
H -1.214 4.257 5.727 -0.1610 -0.1831 0.1661
H -1.870 1.682 -3.436 -0.0373 -0.0398 -0.4309
```
Positions in Å, forces in eV/Å.

The computed Mulliken charges, all in e, follow: C -0.072; H 0.391; C -0.406; C 0.048; C 1.041; H 0.416; H -0.181; H 0.775; H 0.117; H 0.028; C -0.330; C -2.045; C -1.127; H 0.196; C 0.474; H 0.631; C -1.547; H 0.409; N 0.392; C -1.098; H 0.219; C 2.609; H 0.257; H 0.210; C -1.161; C -0.702; C -0.447; C 1.130; H 0.337; C -1.187; H 0.133; H 0.165; C -0.947; H 0.463; N 0.497; H -0.174; H 0.248; H 0.441; H 0.072; H 0.193; H 0.287; C -2.645; H 0.308; H 0.170; H 0.258; H 0.237; H 0.350; C -0.584; S -0.125; H 0.256; C -0.840; H 0.409; H 0.228; C -0.925; N 0.253; Ba 0.368; C 1.064; H 0.016; C 0.451; C -0.858; H 0.305; H 0.252; N -0.609; C -0.851; C -1.025; C 0.787; H 0.313; C -1.519; H 0.317; C -1.519; H 0.389; H 0.451; C 0.511; C -0.349; N 0.985; C -0.881; H 0.218; H 0.356; H 0.290; H 0.432

=====

Q: relative energy (zero: lowest compared OMol25 entry of this formula, charge and spin) of number 1 (C32H41As2N5O2SbTl)?
A: 28.4 kcal per mole